Entry 1:
ORCA calculation (ωB97M-V with the def2-TZVPD basis set) on the molecule C5H7OP.

Values from the calculation:
E_tot, eV: -16630.146
Gap between HOMO and LUMO, eV: 9.48
HOMO energy, eV: -8.97
Energy above the lowest of the compared OMol25 structures with the same formula, charge and spin, kcal/mol: 87.77
LUMO energy, eV: 0.5088

```
! RIJCOSX wB97M-V def2-TZVPD def2/J DEFGRID3
* xyz 0 1
P 1.29939 -0.42794 0.16225
O -0.15535 -0.50628 -2.64085
C -0.25872 -0.34776 -1.19593
C -1.23755 -1.01796 -2.20640
C -0.54848 1.08944 -0.76410
C 0.42654 1.21877 0.41470
C 0.45636 -1.44135 1.45506
H 1.10140 2.06923 0.31844
H -0.31793 1.79414 -1.56841
H 0.53148 -2.49161 1.17899
H -0.07629 1.27803 1.37940
H 0.96556 -1.29022 2.40829
H -0.59297 -1.16836 1.54137
H -1.59342 1.24190 -0.48281
*
```

Atom charges from the Löwdin analysis, given in e for atoms 1 to 4: P 0.98; O -0.04; C -0.48; C 0.08

***

Entry 2:
ORCA calculation (ωB97M-V with the def2-TZVPD basis set) on a structure of composition C18H27ClDyN5SeSi2.

Values from the calculation:
E_tot, eV: -144264.833
Gap between HOMO and LUMO (spin up / spin down), eV: 3.52 / 3.53
HOMO energy (spin up / spin down), eV: -6.03 / -6.05
LUMO energy (spin up / spin down), eV: -2.5144 / -2.5178

```
! RIJCOSX wB97M-V def2-TZVPD def2/J DEFGRID3
* xyz 0 6
Dy 0.61986 -0.91878 -0.94354
Se -1.76519 -4.22362 -1.50016
Cl 3.30963 -0.50283 -0.82907
Si 0.69146 2.31214 -2.01063
Si 0.61522 -2.03383 2.29550
N -1.02467 -2.61669 -1.45884
N -3.40863 -3.63138 -1.31829
N 0.55673 1.35101 -0.62244
N -1.75402 -0.43097 -1.32217
N 0.48108 -0.61554 1.34731
C 0.89343 -1.98785 4.13795
C -0.73084 3.47946 -2.38758
C 0.52701 1.17043 3.05756
C 2.28409 3.27214 -2.13572
C -3.34320 -2.31814 -1.25286
C 0.54253 2.51498 3.42601
C 0.53216 1.74676 0.71998
C 0.51687 0.74691 1.72835
C -0.94424 -3.08029 2.04199
C -2.02395 -1.76383 -1.33944
C 2.00736 -3.04202 1.52939
C 0.53362 3.08699 1.11086
C -4.12042 -0.08068 -1.08335
C -4.42885 -1.39602 -1.11559
C 2.64129 -1.82282 -1.98231
C 0.68280 1.04083 -3.41494
C 0.54154 3.48386 2.44521
C -2.75858 0.36655 -1.19225
H -1.83421 -2.45249 1.93210
H -2.51001 1.42322 -1.15388
H 0.51908 0.41594 3.83342
H 2.36221 3.78414 -3.10043
H 0.55306 4.53559 2.70605
H -0.97811 4.12491 -1.54078
H 1.00585 -3.01940 4.48498
H 0.55430 2.79213 4.47360
H 1.79742 -1.43665 4.40824
H 3.06591 -1.54319 -2.94550
H 3.16899 -2.71962 -1.65830
H -1.63444 2.92684 -2.66735
H -0.84054 -3.70398 1.14971
H 2.93522 -2.46899 1.49545
H 0.79489 1.54408 -4.37926
H -0.46765 4.12238 -3.23326
H -1.11476 -3.76260 2.88152
H 3.13334 2.59195 -2.03257
H 0.04961 -1.54167 4.66975
H 1.76784 -3.34072 0.49853
H -0.26330 0.48709 -3.46443
H 0.53836 3.84323 0.32968
H 2.18985 -3.96972 2.08331
H 2.36171 4.02398 -1.34618
H -5.44601 -1.75542 -1.03849
H -4.89974 0.65945 -0.97084
H 1.51709 0.33276 -3.34598
*
```

Atom charges from the Löwdin analysis, given in e for atoms 1 to 4: Dy 1.35; Se 1.23; Cl 0.41; Si 0.30

***

Entry 3:
ORCA calculation (ωB97M-V with the def2-TZVPD basis set) on a structure of composition C3H8N2OS.

Values from the calculation:
E_tot, eV: -19094.128
Gap between HOMO and LUMO, eV: 9.13
HOMO energy, eV: -9.20
Energy above the lowest of the compared OMol25 structures with the same formula, charge and spin, kcal/mol: 239.23
LUMO energy, eV: -0.0714

```
! RIJCOSX wB97M-V def2-TZVPD def2/J DEFGRID3
* xyz 0 1
S -0.78873 -0.36453 -1.27368
O 1.45280 1.52334 -1.99315
N 0.34788 0.13181 1.11828
N 1.09961 1.57283 -0.56145
C 0.35854 0.61061 -0.18784
C -0.89712 0.87367 1.60694
C -0.05187 -2.02495 -0.88108
H 0.50091 -2.29354 -2.07976
H 1.13381 0.59096 1.44033
H -1.66977 -0.03318 1.54165
H -0.98924 1.27401 2.77462
H 0.99181 -1.75688 0.25156
H 0.81471 0.75683 -2.26931
H -1.02062 1.92631 0.72444
H -1.28272 -2.78728 -0.21156
*
```

Atom charges from the Löwdin analysis, given in e for atoms 1 to 4: S 0.73; O -0.13; N -0.12; N 0.04

***

Entry 4:
ORCA calculation (ωB97M-V with the def2-TZVPD basis set) on a cluster of 2 separate species, C13H23BrN3O in total.

Values from the calculation:
E_tot, eV: -90406.904
Gap between HOMO and LUMO, eV: 9.47
HOMO energy, eV: -12.19
LUMO energy, eV: -2.7158

```
! RIJCOSX wB97M-V def2-TZVPD def2/J DEFGRID3
* xyz 1 1
Br 2.12821 0.75341 -1.75126
O -2.22119 -2.47127 -0.01881
N -1.40364 -3.04273 -2.25278
N -2.17136 1.49439 1.36777
N -1.07008 2.94405 2.53242
C -1.53509 2.32194 0.46983
C 3.24590 -1.91614 -1.94208
C -1.28485 -2.51188 -0.86385
C -0.59398 3.68727 3.71244
C -0.20802 -2.67061 -3.12854
C -1.86473 1.87035 2.61015
C 0.55916 -1.64471 -2.17486
C -3.05551 0.38228 1.02566
C -0.83217 3.22762 1.20263
C 0.25296 -2.03564 -0.63781
C 0.42744 4.76160 3.39457
C 3.01360 -3.49530 -1.79125
C 2.01270 -1.09868 -2.56388
H 0.44831 -1.25314 0.16409
H 0.25996 -3.67261 -3.39481
H 0.72854 5.28485 4.30296
H 4.12464 -1.77978 -2.67894
H 1.32002 4.32744 2.93661
H -3.16173 0.31001 -0.05607
H 2.85746 -3.70604 -0.66591
H 3.96681 -4.08383 -2.06261
H -1.66440 2.16532 -0.58533
H -1.33148 -4.06537 -2.12641
H -2.21084 1.40058 3.51954
H -4.03494 0.55765 1.47289
H -0.16674 2.96402 4.41170
H -1.47100 4.13662 4.18553
H 2.08583 -0.92139 -3.69266
H 3.59081 -1.40038 -0.97602
H -0.08617 -0.69165 -2.30000
H 0.01701 5.50225 2.70353
H 2.10455 -3.90490 -2.33567
H -0.71727 -2.22137 -4.04597
H -2.62942 -0.54497 1.41001
H -0.19934 4.05047 0.92243
H 0.77007 -3.00977 -0.29926
*
```

Atom charges from the Löwdin analysis, given in e for atoms 1 to 4: Br 0.60; O 0.01; N 0.01; N -0.09

***

Entry 5:
ORCA calculation (ωB97M-V with the def2-TZVPD basis set) on the molecule C2H7NO.

Values from the calculation:
E_tot, eV: -5724.635
Gap between HOMO and LUMO, eV: 10.25
SMILES: NCCO
HOMO energy, eV: -9.27
Energy above the lowest of the compared OMol25 structures with the same formula, charge and spin, kcal/mol: 13.99
LUMO energy, eV: 0.9789

```
! RIJCOSX wB97M-V def2-TZVPD def2/J DEFGRID3
* xyz 0 1
O 1.52249 -0.77495 -0.02686
N -1.44179 -0.66179 0.05830
C 0.81672 0.42626 0.29151
C -0.58208 0.44574 -0.29658
H -1.14389 1.33830 -0.04363
H -1.68927 -0.60289 1.03852
H 0.81618 0.43483 1.39245
H 1.77813 -0.74171 -0.97224
H 1.40488 1.32118 0.01332
H -0.49526 0.42472 -1.41096
H -0.98612 -1.60968 -0.04385
*
```

Atom charges from the Löwdin analysis, given in e for atoms 1 to 4: O -0.09; N -0.03; C -0.28; C -0.30

***

Entry 6:
ORCA calculation (ωB97M-V with the def2-TZVPD basis set) on a cluster of 2 separate species, C6H11N2O in total.

Values from the calculation:
E_tot, eV: -11422.167
Gap between HOMO and LUMO, eV: 9.64
HOMO energy, eV: -12.65
Energy above the lowest of the compared OMol25 structures with the same formula, charge and spin, kcal/mol: 0.00
LUMO energy, eV: -3.0140

```
! RIJCOSX wB97M-V def2-TZVPD def2/J DEFGRID3
* xyz 1 1
O 1.30389 0.38145 0.27352
N -1.98149 -0.63500 -0.38099
N -3.78515 -1.79220 -0.37081
C 2.44250 0.76964 0.47770
C -2.53278 -1.75580 0.09449
C -4.03784 -0.68913 -1.14847
C 3.59116 0.38818 -0.42736
C -2.88509 0.05047 -1.15499
C 2.78514 1.65955 1.65020
H -5.00082 -0.51724 -1.62933
H -2.05450 -2.49566 0.73634
H 4.04498 1.29102 -0.86953
H 3.51969 1.16188 2.30545
H -2.64394 0.99497 -1.64270
H 3.21732 2.61041 1.29567
H 1.88094 1.88276 2.24114
H -4.45881 -2.55196 -0.16528
H 4.36554 -0.15128 0.14354
H 3.23774 -0.26384 -1.24380
H -1.00849 -0.33822 -0.18482
*
```

Atom charges from the Löwdin analysis, given in e for atoms 1 to 4: O 0.02; N 0.12; N 0.10; C -0.49

***

Let's list max |F| in order: 0.05015; 0.05547; 0.09870; 0.09313; 0.03719; 0.02203 Eh/bohr.